Entry 1:
This record from the Open Molecules 2025 dataset describes a molecular structure, C31H28Br2IN5O6SiW. The level of theory is ωB97M-V/def2-TZVPD.

Its molar mass is 1065.232 g/mol. For the LUMO energy (alpha / beta), the calculation gives -0.6 / -0.6 eV. The energy above the lowest of the compared OMol25 structures with the same formula, charge and spin comes out at 0.000 eV. The total charge is 0. As for the HOMO-LUMO gap (alpha / beta): 6.18 / 6.18 eV.

Positions of all 75 atoms, in Å:
W1 -0.0702 0.1059 -0.3511
I1 0.1024 -0.2036 3.7033
Br1 3.7190 -1.8009 2.3859
Br2 3.5862 -5.9707 -1.4113
Si1 2.9439 1.2880 -2.0511
O1 0.6913 1.8464 0.6001
O2 1.6169 -0.6006 0.4860
O3 -1.8667 -0.8758 -0.6664
O4 0.2835 3.9053 1.4112
O5 -4.5031 2.7926 3.1604
O6 -3.8340 -1.5448 0.1762
N1 0.5095 -1.6418 -1.6443
N2 -1.6211 1.0450 0.8491
N3 1.2196 1.0386 -1.7955
N4 -0.9287 1.5552 -1.8464
N5 -0.5940 -2.0206 1.4544
C1 -3.5805 2.1941 2.3821
C2 -1.4249 2.2498 1.3849
C3 0.3121 1.9042 -2.2765
C4 -3.3669 1.8975 -1.7091
C5 2.9373 -4.2979 -0.8072
C6 -3.7878 0.9411 1.7984
C7 3.2350 1.1502 -3.9017
C8 -0.8565 -1.7939 2.7381
C9 -1.1245 -3.1223 0.9062
C10 3.4298 -3.7698 0.3488
C11 0.4525 -3.2515 -3.3868
C12 2.0314 -1.7974 0.1265
C13 -1.6863 -2.6058 3.5053
C14 3.4975 2.9344 -1.3578
C15 4.0277 0.0033 -1.2484
C16 -2.8876 -0.7959 0.1469
C17 2.9778 -2.5199 0.8130
C18 -0.0416 2.7762 1.1034
C19 -0.5905 3.8124 -3.3927
C20 -1.9371 -4.0010 1.5905
C21 -1.9986 2.3140 -2.1650
C22 -0.9609 -1.1749 -3.5327
C23 -2.7843 0.4256 1.0188
C24 -2.2388 -3.7236 2.9130
C25 0.0234 -2.0335 -2.8086
C26 -2.3910 2.8733 2.1429
C27 1.4887 -2.3832 -1.0451
C28 1.9466 -3.6091 -1.5508
C29 1.3786 -4.0360 -2.7695
C30 0.5020 3.0543 -3.0728
C31 -1.8593 3.4393 -2.9464
H1 -0.8998 -3.2791 -0.1409
H2 3.1589 3.0089 -0.3213
H3 -0.4701 4.7072 -3.9906
H4 4.2711 1.3912 -4.1534
H5 -4.7133 0.3887 1.9053
H6 -3.4579 0.8159 -1.6582
H7 3.0477 0.1202 -4.2183
H8 -0.5147 -0.1994 -3.7285
H9 -4.1125 2.2677 -2.4109
H10 -2.7357 4.0128 -3.2131
H11 -1.8763 -2.3611 4.5399
H12 3.1213 3.8104 -1.8856
H13 2.5868 1.7982 -4.4926
H14 3.8990 -1.0023 -1.6530
H15 -5.2744 2.2235 3.2617
H16 1.4905 3.3385 -3.3943
H17 4.5897 2.9826 -1.3659
H18 -2.3404 -4.8683 1.0879
H19 -1.8498 -1.0143 -2.9270
H20 -2.2024 3.8568 2.5495
H21 -1.2396 -1.6357 -4.4782
H22 3.9028 -0.0245 -0.1654
H23 -3.6028 2.3212 -0.7305
H24 5.0589 0.3070 -1.4552
H25 -2.8926 -4.3734 3.4801
H26 4.1820 -4.2992 0.9162
H27 1.6965 -4.9716 -3.2098
H28 0.0252 -3.5472 -4.3348


Entry 2:
This record from the Open Molecules 2025 dataset describes a molecular structure, C31H28ClIInN2O2PS5Sb. The level of theory is ωB97M-V/def2-TZVPD.

Its molar mass is 1050.821 g/mol. For the LUMO energy, the calculation gives 1.9 eV. The energy above the lowest of the compared OMol25 structures with the same formula, charge and spin comes out at 0.000 eV. The total charge is -1. As for the HOMO-LUMO gap: 6.40 eV.

Positions of all 73 atoms, in Å:
I1 3.8951 -2.0668 2.2269
Sb1 -3.5838 -3.7552 -0.6610
In1 -0.9446 -1.9368 0.0263
Cl1 0.7400 -1.8186 6.9698
S1 -5.2410 -3.9480 0.8700
S2 -1.4274 -4.3302 0.3236
S3 -2.2174 1.2701 1.2760
S4 -3.6940 -4.6540 -2.7290
S5 -3.0959 -1.3294 -0.8985
P1 0.6883 -0.1218 -1.4816
O1 -0.8647 0.8046 0.7730
O2 0.9615 -1.8323 1.0738
N1 -1.4636 -1.7050 2.3100
N2 0.7757 -2.9930 -1.6030
C1 1.0292 -2.4434 -2.8712
C2 0.7295 2.6129 -2.3147
C3 -1.8073 2.3136 2.7107
C4 2.2845 0.3846 -0.7450
C5 0.7820 -1.8353 5.2232
C6 -2.6273 2.7349 0.2597
C7 1.9857 -1.9014 4.5841
C8 4.6883 1.1339 0.4659
C9 -2.3443 3.9997 1.0790
C10 2.0460 -1.9122 3.1806
C11 1.1641 -1.0516 -2.9798
C12 1.3011 -2.6533 -5.2503
C13 1.0510 -3.2325 -4.0201
C14 -1.2879 3.6122 2.1115
C15 0.1424 3.7190 -2.9205
C16 1.4280 -0.4879 -4.2280
C17 3.4763 1.5637 0.9953
C18 -2.6541 -1.7272 2.8531
C19 -0.3457 -1.7615 3.0774
C20 0.0232 1.4174 -2.2074
C21 0.9161 -1.8340 2.3720
C22 -1.1487 3.6370 -3.4251
C23 2.2825 1.1907 0.3967
C24 -2.8222 -1.7774 4.2495
C25 4.6968 0.3183 -0.6541
C26 -1.8582 2.4462 -3.3187
C27 -1.7204 -1.7916 5.0547
C28 1.5225 -1.2833 -5.3575
C29 -1.2781 1.3430 -2.7096
C30 -0.4239 -1.7857 4.4857
C31 3.5011 -0.0607 -1.2545
H1 2.8998 -1.9544 5.1603
H2 3.4622 2.1790 1.8865
H3 -3.2532 4.3215 1.5940
H4 -2.7244 2.4615 3.2881
H5 -1.6006 4.4982 -3.9022
H6 1.4481 -2.7520 -0.8803
H7 5.6209 1.4231 0.9356
H8 -1.0859 1.7490 3.3016
H9 5.6382 -0.0296 -1.0639
H10 0.8630 -4.2971 -3.9383
H11 3.5193 -0.7059 -2.1253
H12 -2.8679 2.3753 -3.7052
H13 -3.8218 -1.8206 4.6607
H14 -1.8379 0.4168 -2.6108
H15 -0.3360 3.4143 1.6120
H16 1.5318 0.5875 -4.3163
H17 -3.5018 -1.7284 2.1757
H18 -2.0134 4.8201 0.4411
H19 1.3317 1.5024 0.8162
H20 0.5586 -3.9789 -1.5766
H21 -1.8195 -1.8326 6.1312
H22 1.3224 -3.2753 -6.1364
H23 -1.9773 2.6418 -0.6115
H24 -1.1237 4.3885 2.8601
H25 -3.6638 2.6346 -0.0624
H26 1.7320 -0.8366 -6.3217
H27 1.7380 2.6823 -1.9261
H28 0.7010 4.6439 -3.0052


Entry 3:
This record from the Open Molecules 2025 dataset describes 2 unconnected molecules or ions with the total composition C31H28N2O4. The level of theory is ωB97M-V/def2-TZVPD.

Its SMILES is O=c1cc(-c2ccccc2)oc2c1ccc1ccccc12.CNC(=O)[C@H](Cc1ccccc1)NC(C)=O. Its molar mass is 492.575 g/mol. For the LUMO energy, the calculation gives -0.3 eV. The energy above the lowest of the compared OMol25 structures with the same formula, charge and spin comes out at 0.000 eV. The total charge is 0. As for the HOMO-LUMO gap: 8.02 eV.

Positions of all 65 atoms, in Å:
O1 3.8207 0.0486 0.4915
O2 6.6093 2.8963 1.1082
O3 -6.4133 -0.7534 -2.6621
O4 -2.4969 -3.3886 -1.6844
N1 -3.9696 -1.7363 -1.5858
N2 -7.0560 -0.0349 -0.6372
C1 4.7855 2.5535 -2.7181
C2 2.1861 0.3970 -4.2555
C3 1.8769 -0.4495 -3.1897
C4 -2.0177 1.5071 1.9372
C5 -0.4102 0.8233 0.2408
C6 3.9386 -1.5847 5.0862
C7 5.4353 2.7233 -1.4942
C8 -1.4545 0.6582 -0.6877
C9 5.1187 1.8943 -0.4083
C10 3.5040 0.7069 -1.7875
C11 -3.0605 1.3507 1.0095
C12 -2.8700 -2.5248 0.4873
C13 4.3862 0.2069 1.7412
C14 2.9898 -2.5503 4.7457
C15 -0.6921 1.2422 1.5527
C16 4.1577 0.8818 -0.5515
C17 4.4014 -0.6796 4.1246
C18 -2.7829 0.9205 -0.3015
C19 3.8175 1.5550 -2.8733
C20 2.5335 -0.2981 -1.9663
C21 2.5000 -2.6090 3.4414
C22 3.9222 -0.7222 2.7990
C23 3.1549 1.3932 -4.0982
C24 2.9606 -1.7046 2.4816
C25 -3.0997 -2.5672 -1.0118
C26 -3.9348 0.6981 -1.2556
C27 -6.1368 -0.4877 -1.5005
C28 5.7513 2.0487 0.8932
C29 -8.4630 0.1616 -0.9833
C30 5.3367 1.1830 1.9678
C31 -4.6958 -0.6091 -0.9830
H1 -2.1495 -3.2969 0.7522
H2 -3.8067 -2.7161 1.0055
H3 -8.9715 0.7369 -0.2090
H4 -4.0768 1.5593 1.3094
H5 -4.6209 1.5392 -1.1443
H6 3.3890 2.0444 -4.9348
H7 1.6769 0.2762 -5.2074
H8 -4.7593 -0.7498 0.0949
H9 4.3198 -1.5385 6.1023
H10 5.8112 1.3428 2.9247
H11 5.0363 3.2056 -3.5492
H12 -2.4700 -1.5573 0.7757
H13 0.1138 1.3665 2.2634
H14 -6.7634 0.1890 0.3002
H15 -8.5374 0.6970 -1.9326
H16 2.2789 -0.9737 -1.1555
H17 2.6342 -3.2539 5.4931
H18 1.7626 -3.3592 3.1702
H19 -8.9535 -0.8071 -1.0944
H20 -4.1282 -1.8920 -2.5708
H21 6.1843 3.5045 -1.3828
H22 2.5574 -1.7843 1.4769
H23 -1.2345 0.3220 -1.6913
H24 1.1308 -1.2299 -3.3126
H25 -3.5784 0.7106 -2.2872
H26 5.1408 0.0475 4.4392
H27 -2.2312 1.8359 2.9446
H28 0.6120 0.6308 -0.0528


Q: total charge of number 3 (C31H28N2O4)?
A: 0